Here is the molecule C10H22N4 in a non-equilibrium geometry from the Open Molecules 2025 dataset. Energies are from ωB97M-V with the def2-TZVPD basis set.

Results
HOMO energy   -0.2934 Ha
2S+1   1
HOMO-LUMO gap   8.8 eV
SMILES   CC(C)(C)N1[C@H]2CC[C@H](CC2)N1NN
Energy above the lowest of the compared OMol25 structures with the same formula, charge and spin   0.249 eV
Charge   0
E_LUMO   0.856 eV

Last column: natural (NBO) charge in e.
CARTESIAN COORDINATES (ANGSTROEM)
C  0.8678  2.4461  0.9579  -0.618
C  0.9946  0.9169  0.9608  0.127
C  1.1896  0.4960  2.4291  -0.600
C  2.2397  0.5193  0.1559  -0.632
N  -0.2432  0.2758  0.4878  -0.347
C  -1.0978  0.9403  -0.4731  -0.044
C  -2.4192  0.1604  -0.5267  -0.408
C  -2.1721  -1.1916  -1.2055  -0.437
C  -0.6534  -1.3873  -1.2925  -0.056
C  -0.0763  -0.4007  -2.3044  -0.414
C  -0.5137  1.0110  -1.8956  -0.437
N  0.0067  -1.1837  -0.0104  -0.183
N  -0.4875  -2.1186  0.9400  -0.343
N  0.5386  -2.8850  1.5342  -0.652
H  0.7827  2.8490  -0.0477  0.208
H  0.0056  2.7619  1.5419  0.211
H  1.7588  2.8710  1.4161  0.219
H  2.1238  0.9015  2.8164  0.203
H  1.2222  -0.5836  2.5329  0.198
H  0.3690  0.8719  3.0384  0.212
H  2.3253  -0.5627  0.1140  0.229
H  2.1852  0.9003  -0.8598  0.203
H  3.1324  0.9252  0.6252  0.207
H  -1.3056  1.9447  -0.0969  0.218
H  -3.1634  0.7460  -1.0671  0.208
H  -2.7782  0.0191  0.4939  0.212
H  -2.6184  -2.0054  -0.6355  0.226
H  -2.5887  -1.2110  -2.2134  0.204
H  -0.4166  -2.4164  -1.5828  0.217
H  -0.4390  -0.6509  -3.3018  0.213
H  1.0097  -0.4939  -2.3094  0.214
H  0.3249  1.7064  -1.9391  0.207
H  -1.2873  1.3891  -2.5660  0.209
H  -1.0048  -1.6364  1.6730  0.355
H  1.3723  -2.3282  1.7494  0.326
H  0.8159  -3.5967  0.8607  0.346